The following is a quantum chemistry calculation of a 3-piece molecular cluster, C42H73FI2N2O10P2S3 overall at a distorted geometry, from the Open Molecules 2025 dataset.

Structure (ORCA input):
```
! RIJCOSX wB97M-V def2-TZVPD def2/J DEFGRID3
* xyz 0 1
I 5.569 -3.652 -4.672
I -0.737 0.440 -2.100
S -3.863 -4.043 -0.431
S -1.427 -2.692 0.624
S 4.022 5.234 -2.969
P 9.353 3.782 -2.292
P -10.288 -2.043 2.750
F 3.271 -4.288 -2.302
O 9.004 2.468 -2.961
O -11.935 -1.890 2.798
O -10.187 -1.986 1.239
O 8.169 3.681 -1.137
O 9.651 5.362 -1.794
O 1.707 0.267 -0.219
O -10.118 -3.678 2.919
O -10.259 -1.856 4.424
O 2.089 -2.382 -2.551
O 10.675 3.256 -1.451
N -3.499 -1.319 -0.665
N 5.162 0.222 3.352
C -6.019 -0.991 -3.590
C -4.111 2.123 0.975
C 4.007 -2.524 -0.867
C -4.128 1.797 2.405
C -3.919 0.412 2.807
C 7.023 2.854 -1.320
C 3.263 1.093 1.882
C 11.901 3.106 -2.165
C 1.959 1.657 -0.367
C -11.368 -2.149 5.281
C 2.767 -3.145 -1.599
C 2.082 -0.984 -2.390
C -7.318 -1.609 -1.538
C -13.151 -2.415 0.765
C 0.380 -4.137 -0.974
C 7.242 1.484 -0.702
C -3.067 -2.614 -0.224
C -3.704 -0.685 1.853
C 9.993 5.133 0.673
C 3.252 1.939 0.557
C 5.387 -2.149 -3.120
C 5.393 -2.711 -1.640
C 2.367 2.220 -1.782
C -11.896 -3.569 5.223
C 1.914 3.746 -1.945
C -8.804 -4.223 2.821
C 9.342 5.861 -0.487
C -3.674 -0.368 0.431
C -0.653 -4.312 0.241
C -12.664 -1.328 1.706
C -3.878 1.045 0.033
C 1.844 -3.799 -0.470
C 12.505 4.447 -2.543
C 0.820 2.524 0.364
C 1.085 -0.441 -1.251
C -7.952 -3.873 4.029
C -6.079 -1.630 -0.781
C 2.467 4.320 -3.334
C 4.653 1.418 2.611
C -7.300 -1.264 -2.957
C -4.769 -1.345 -1.389
C -4.756 -1.022 -2.826
H 8.260 5.917 -0.361
H 4.581 2.318 3.274
H 12.587 2.563 -1.514
H -7.752 -2.800 4.072
H -12.664 -3.714 5.986
H -13.522 -0.802 2.129
H 3.905 -1.463 -0.531
H -8.910 -5.306 2.747
H -1.383 -5.138 0.054
H -8.234 -1.208 -3.557
H 2.209 4.380 -1.077
H 6.127 0.385 3.657
H 5.399 1.592 1.774
H 6.185 3.347 -0.820
H -8.280 -1.819 -1.019
H -13.539 -1.981 -0.158
H 1.291 3.476 0.736
H 1.942 1.695 -2.672
H 1.659 -0.555 -3.346
H 5.665 -3.801 -1.711
H -12.364 -3.126 0.512
H -4.296 2.632 3.126
H 4.146 -3.126 0.080
H -6.077 -1.873 0.313
H 9.623 4.114 0.781
H -0.058 -3.329 -1.624
H -3.791 -0.772 -3.340
H 2.310 -4.776 -0.150
H 6.301 -1.498 -3.223
H 0.793 3.705 -2.087
H 9.780 5.655 1.608
H -3.916 0.193 3.901
H -3.882 1.294 -1.059
H -8.462 -4.145 4.955
H -5.954 -0.711 -4.668
H 11.736 2.494 -3.058
H 13.495 4.313 -2.984
H 4.518 -1.500 -3.380
H 7.241 1.559 0.388
H 2.584 3.497 -4.090
H 0.422 2.000 1.272
H 9.700 6.894 -0.478
H -11.007 -1.967 6.297
H 11.879 4.971 -3.269
H -12.350 -3.802 4.260
H 3.488 2.241 -1.913
H -8.325 -3.873 1.900
H 4.182 1.639 -0.017
H 1.797 -3.158 0.456
H -0.029 -4.593 1.135
H 11.075 5.075 0.543
H 5.194 -0.572 2.702
H 3.291 -0.017 1.701
H -12.165 -1.424 5.112
H 6.209 -2.186 -1.076
H 0.450 -5.115 -1.523
H 4.851 4.229 -2.504
H 3.071 -0.474 -2.260
H 2.465 1.368 2.617
H 1.675 5.004 -3.754
H -13.948 -2.993 1.239
H -3.553 -1.745 2.182
H -4.286 3.143 0.550
H 0.684 -1.385 -0.778
H -12.066 -0.579 1.184
H 6.758 2.784 -2.377
H 3.365 3.042 0.764
H 6.450 0.794 -1.003
H -0.035 2.774 -0.308
H -11.097 -4.293 5.389
H 8.205 1.055 -0.981
H -6.993 -4.395 3.988
H 12.594 5.093 -1.668
*
```

Values from the calculation:
- Kohn-Sham gap (eV) = 6.91
- calculated total energy (eV) = -138189.2929
- E_LUMO (eV) = -1.42
- E_HOMO (eV) = -8.33
- SMILES = C[C@](CCCN)(CCCS)O[C@@H](I)CO[C@@](F)(CCCI)CCCSC(=S)N(c1ccccc1)c1ccccc1.CCOP(=O)(OCC)OCC.CCOP(=O)(OCC)OCC


The following is a quantum chemistry calculation of C42H75BBaF4N3O18 as an isolated structure at a distorted geometry, from the Open Molecules 2025 dataset.

Structure (ORCA input):
```
! RIJCOSX wB97M-V def2-TZVPD def2/J DEFGRID3
* xyz 0 2
Ba -0.300 3.140 -0.625
F 0.848 0.630 -1.312
F 0.879 -1.176 0.014
F -0.814 0.410 0.114
F 1.297 0.901 0.836
O -1.385 2.772 1.638
O -6.936 1.988 0.660
O 7.326 0.991 2.057
O -1.514 -2.306 8.098
O 2.398 3.450 -0.904
O 5.988 1.238 0.414
O -3.145 3.030 -0.420
O -0.777 -6.211 -4.737
O -1.433 1.951 -2.688
O 2.881 -0.437 -5.039
O -2.885 -6.553 -4.195
O -5.034 -0.014 1.703
O 2.999 -5.190 1.139
O 4.905 1.150 -3.567
O 0.407 -3.062 7.517
O 1.056 4.530 1.235
O 0.495 3.918 -3.132
O 0.265 -5.293 2.309
N -1.803 -5.943 -4.124
N -0.661 -2.517 7.233
N 6.233 0.755 1.545
C 2.158 -6.269 0.862
C 2.372 4.837 0.930
C -7.248 0.643 0.569
C -1.364 -1.217 3.245
C 5.574 -0.483 3.614
C 3.184 3.776 0.260
C 3.810 -1.150 -5.918
C 4.573 -0.174 -3.222
C 0.440 5.570 2.049
C -3.874 3.745 -1.496
C 5.233 -0.015 2.335
C 3.129 -1.047 2.402
C -2.227 0.759 -2.566
C -4.476 -0.551 0.528
C -0.875 -2.074 5.864
C -0.627 -2.797 -2.319
C 3.424 -1.467 3.705
C -1.164 -4.992 2.386
C -2.731 -3.547 -1.396
C -2.693 2.407 1.898
C -0.338 3.446 -4.159
C 4.599 -1.141 4.316
C -6.447 -0.155 1.704
C 6.179 1.450 -3.138
C -7.815 2.783 -0.081
C -0.025 -2.452 4.832
C 3.167 -0.753 -3.648
C -0.691 2.003 -3.989
C -2.329 -0.957 4.174
C -2.816 -4.521 -2.346
C -0.277 -2.058 3.506
C -0.693 -3.829 -3.199
C -1.739 -4.769 -3.202
C -2.055 -1.327 5.507
C -0.502 2.517 2.775
C -1.622 -2.665 -1.383
C 3.301 2.688 -1.698
C 1.161 5.175 -3.442
C -3.649 3.151 0.882
C 2.758 -4.011 0.361
C 0.619 -6.000 1.102
C 4.042 -0.334 1.690
B 0.583 0.178 -0.076
H -3.722 -5.108 -2.353
H 4.648 -0.233 -2.136
H 4.845 -0.890 -5.693
H 0.562 6.618 1.778
H 2.216 -1.314 1.890
H -7.743 2.477 -1.124
H -4.557 0.066 -0.367
H -2.889 2.681 2.935
H -2.806 -1.179 6.269
H -6.763 0.229 2.674
H 4.097 4.299 -0.028
H 2.373 -6.676 -0.126
H 0.856 5.502 3.054
H -8.874 2.626 0.126
H 3.768 -0.039 0.688
H -3.244 3.928 -2.366
H 3.791 1.875 -1.161
H -0.708 3.186 3.610
H 6.850 0.776 -3.670
H -8.306 0.475 0.770
H -4.671 3.087 -1.844
H 6.562 -0.242 3.979
H 2.681 2.145 -2.410
H 4.832 -1.492 5.311
H 0.115 -5.500 0.276
H -4.667 -1.597 0.290
H 4.006 3.257 -2.305
H 3.351 3.008 1.015
H -1.399 1.720 -4.767
H 2.886 5.025 1.872
H 0.521 2.715 2.453
H -1.579 -1.876 -0.647
H 2.475 5.707 0.281
H 1.883 -3.497 0.758
H -7.435 3.803 -0.032
H -1.523 -4.587 3.332
H 0.185 1.354 -3.996
H 0.496 5.958 -3.077
H 2.592 -4.264 -0.686
H 2.648 -1.973 4.259
H -1.454 -0.943 2.204
H -2.867 1.332 1.950
H -3.394 -0.589 0.653
H 0.823 -3.077 5.072
H 0.112 -3.958 -3.907
H 5.263 -0.894 -3.660
H -1.206 4.079 -4.341
H -2.995 0.769 -3.339
H 0.409 -2.408 2.749
H 1.353 5.270 -4.511
H 6.360 1.316 -2.071
H 3.653 -0.730 -6.911
H 3.538 -3.253 0.427
H -0.624 5.474 2.265
H -4.577 2.585 0.961
H 2.097 5.238 -2.887
H -3.477 -3.496 -0.616
H 6.359 2.511 -3.309
H -4.252 4.714 -1.170
H 3.717 -2.234 -5.989
H 2.491 -7.070 1.523
H 0.152 -6.981 1.188
H 0.106 3.478 -5.154
H -7.123 0.167 -0.404
H -3.690 4.184 1.227
H -1.738 -5.890 2.158
H -1.594 -0.095 -2.804
H 2.373 -0.295 -3.058
H -0.581 1.496 3.150
H -2.679 0.708 -1.576
H -1.601 -4.339 1.631
H 3.069 -1.821 -3.455
H -3.237 -0.456 3.873
H 0.224 -2.145 -2.450
H -6.675 -1.219 1.761
*
```

Values from the calculation:
- Kohn-Sham gap (spin up / spin down) (eV) = 1.65 / 9.01
- calculated total energy (eV) = -98325.5811
- E_LUMO (spin up / spin down) (eV) = -0.79 / -0.79
- E_HOMO (spin up / spin down) (eV) = -2.44 / -9.80